The following is a DFT calculation (ωB97M-V with the def2-TZVPD basis set) of a cluster of 2 separate species, C2HFN2O in total at a distorted geometry.

The HOMO-LUMO gap (spin up / spin down) comes out at 8.42 / 8.24 eV. The value obtained for the LUMO energy (spin up / spin down) is -0.88 / -1.27 eV. For the HOMO energy (spin up / spin down), the calculation gives -9.3 / -9.5 eV. Its molar mass is 88.0 u.

XYZ file:
```
7
Properties=species:S:1:pos:R:3:forces:R:3
C 0.05694 1.15925 0.41501 0.64 1.05 0.40
C -0.37859 0.21150 -0.46662 1.95 -0.08 -0.74
N 0.43908 1.99467 1.09496 0.51 0.86 1.05
N 1.03330 -1.44995 0.26135 -2.77 -1.93 0.88
O 0.31371 -2.27072 0.68489 2.27 2.07 -1.04
F -0.16474 0.49577 -1.74243 0.21 -0.14 -0.86
H -1.29969 -0.14051 -0.24717 -2.82 -1.84 0.31
```
Positions in Å, forces in eV/Å.

Löwdin population analysis, charges in e, atoms 1 to 4: -0.246, -0.224, 0.180, 0.137